{"formula": "C22H50ErN3P3Se", "method": "the ωB97M-V functional and the def2-TZVPD basis", "homo_lumo_gap_ev": [4.05, 3.71], "s_squared": 4.24, "charge": 3, "spin_multiplicity": 4, "lumo_ev": [-12.1, -12.5], "total_energy_ev": -148901.8877, "elements": ["Er", "P", "P", "P", "H", "C", "C", "H", "C", "C", "C", "C", "C", "C", "C", "C", "C", "H", "H", "H", "H", "H", "H", "H", "H", "H", "H", "H", "H", "H", "H", "H", "H", "H", "H", "H", "H", "H", "H", "H", "H", "H", "H", "H", "H", "H", "C", "C", "C", "C", "C", "C", "Se", "H", "H", "H", "H", "H", "H", "C", "N", "C", "C", "N", "N", "C", "C", "H", "H", "H", "H", "H", "H", "H", "H", "H", "H", "H", "H", "H"], "positions_angstrom": [[0.4260, 1.0363, -0.0635], [0.7059, -1.8994, -0.0418], [0.0892, 0.2537, -2.8554], [-0.9541, 0.1829, 2.1976], [-4.4695, 6.3165, -1.6101], [-4.0736, 6.6863, -0.6503], [-2.7757, 6.4597, -0.3234], [-2.0264, 5.9603, -0.9563], [-0.7847, -2.9203, -0.3689], [1.9132, -2.5466, -1.2457], [1.3024, -2.5893, 1.5361], [-0.7718, 1.8141, -3.3295], [1.3938, 0.1145, -4.1599], [-1.0607, -1.0158, -3.5447], [-1.9693, 1.6778, 2.5256], [-0.0493, -0.0453, 3.7799], [-2.2076, -1.1448, 2.3845], [-4.8343, 7.2552, -0.0535], [-2.3974, 6.8376, 0.6257], [-0.5170, -3.9889, -0.3582], [-1.2201, -2.6648, -1.3407], [-1.5387, -2.7413, 0.4021], [1.9445, -3.6470, -1.2140], [2.9152, -2.1607, -1.0180], [1.6498, -2.2360, -2.2667], [1.5274, -3.6611, 1.4197], [0.5421, -2.4803, 2.3186], [2.2186, -2.0736, 1.8449], [-0.5657, 2.0470, -4.3807], [-0.4303, 2.6544, -2.7089], [-1.8553, 1.7075, -3.1833], [0.9721, -0.3322, -5.0705], [2.2006, -0.5442, -3.8045], [1.8159, 1.0982, -4.4113], [-1.0539, -0.9946, -4.6440], [-2.0888, -0.8439, -3.1961], [-0.7389, -2.0144, -3.2291], [-2.3317, 1.6078, 3.5593], [-2.8189, 1.7324, 1.8290], [-1.3598, 2.5845, 2.4084], [-0.7775, -0.0547, 4.6022], [0.6637, 0.7784, 3.9221], [0.4949, -0.9973, 3.7578], [-2.6827, -1.0307, 3.3669], [-1.7332, -2.1326, 2.3305], [-2.9760, -1.0780, 1.6023], [-3.8302, 1.1339, -0.7485], [-3.5734, 2.4803, -0.9799], [-4.5847, 3.4207, -0.9665], [-5.8910, 2.9962, -0.6905], [-6.1877, 1.6337, -0.5502], [-5.1630, 0.6999, -0.5937], [-2.3257, 0.0029, -0.6905], [-0.7471, 2.5711, -0.1875], [-2.5295, 2.7663, -1.0955], [-4.3386, 4.4658, -1.1281], [-6.6981, 3.7201, -0.5812], [-7.2378, 1.3649, -0.4042], [-5.3335, -0.3677, -0.4905], [3.8940, -0.0470, 3.1436], [4.4060, 0.3160, 1.8222], [5.8636, 0.2676, 1.7057], [3.6082, 0.8777, 0.8745], [2.3664, 1.3448, 1.1283], [3.9887, 0.8954, -0.4301], [4.9567, -0.0264, -1.0141], [3.2255, 1.6957, -1.3824], [4.6830, -0.5808, 3.6844], [3.0208, -0.7073, 3.0917], [3.6449, 0.8535, 3.7408], [6.2107, -0.7043, 1.3229], [6.2403, 1.0714, 1.0798], [6.2769, 0.3999, 2.7116], [2.1758, 1.4803, 2.1217], [4.6165, -0.3900, -1.9935], [5.9419, 0.4288, -1.1834], [5.0859, -0.9280, -0.4017], [2.8223, 1.0729, -2.2021], [2.3882, 2.1818, -0.8538], [3.8308, 2.5021, -1.8223]], "forces_ev_per_a": [[1.15, -0.71, -0.31], [-0.27, -0.21, -0.10], [-0.42, 0.28, -1.57], [-0.95, 0.20, 1.22], [0.24, 0.40, 0.31], [0.70, -0.15, -0.08], [-1.40, 0.59, 0.15], [-0.68, 0.17, 0.11], [0.19, -0.24, -0.03], [0.13, -0.15, -0.19], [0.13, -0.29, 0.05], [0.08, 0.13, -0.09], [0.53, -0.03, 0.35], [-0.04, -0.17, 0.26], [0.11, 0.00, 0.23], [0.28, 0.15, -0.26], [0.08, -0.08, -0.08], [1.18, -0.62, -0.34], [-0.01, -0.04, -0.20], [-0.11, 0.33, -0.04], [0.08, -0.18, 0.23], [0.11, -0.10, -0.20], [0.00, 0.34, 0.00], [-0.19, -0.07, -0.05], [0.06, -0.12, 0.27], [-0.08, 0.31, 0.05], [0.23, -0.07, -0.20], [-0.20, -0.13, -0.05], [-0.17, -0.04, 0.18], [-0.08, -0.14, -0.20], [0.28, 0.04, -0.11], [0.03, 0.22, 0.30], [-0.14, 0.22, -0.23], [-0.08, -0.29, 0.15], [-0.03, 0.17, 0.37], [0.19, -0.17, -0.14], [-0.14, 0.14, -0.14], [-0.08, 0.15, -0.24], [0.30, 0.02, 0.27], [-0.25, -0.21, 0.06], [0.21, 0.03, -0.19], [-0.18, -0.24, 0.11], [-0.11, 0.31, 0.13], [0.06, -0.04, -0.21], [-0.21, 0.24, 0.10], [0.09, -0.13, 0.29], [1.54, -1.10, 0.02], [0.42, 2.12, -0.10], [0.85, -0.31, -0.18], [-0.06, 0.33, -0.07], [0.14, -1.08, 0.12], [-1.39, -0.53, 0.27], [-1.98, 0.42, -0.10], [-0.16, 0.30, -0.04], [-0.25, 0.24, 0.00], [-0.16, -0.27, 0.16], [0.19, -0.08, -0.10], [0.50, -0.24, -0.02], [-0.29, 0.15, 0.02], [-0.23, 0.45, 0.43], [-0.56, 0.38, -0.71], [0.53, -0.29, 0.16], [-0.39, -0.57, 0.50], [-0.21, -0.53, 0.71], [-0.20, 0.02, -0.02], [0.59, -0.53, -0.29], [-0.19, 0.13, -0.23], [-0.26, 0.11, -0.22], [0.14, 0.25, -0.09], [0.08, -0.42, -0.22], [-0.04, 0.38, 0.19], [-0.04, 0.00, -0.04], [-0.03, 0.07, -0.33], [0.50, -0.03, -0.15], [-0.19, 0.31, 0.21], [-0.27, -0.05, 0.14], [-0.11, 0.43, -0.05], [0.34, 0.14, 0.34], [0.66, 0.22, -0.36], [-0.14, -0.27, 0.08]]}

---

{"formula": "C6H4O3", "method": "the ωB97M-V functional and the def2-TZVPD basis", "homo_lumo_gap_ev": 9.59, "smiles": "O=C=CC1=CC(=O)OC1", "de_lowest_ev": 0.0000, "charge": 0, "lumo_ev": 0.2, "total_energy_ev": -12427.5196, "elements": ["O", "C", "C", "C", "C", "C", "O", "O", "C", "H", "H", "H", "H"], "positions_angstrom": [[3.4851, -1.2249, 0.0127], [2.6352, -0.4573, 0.0201], [1.6590, 0.3664, 0.0065], [0.1996, 0.0621, 0.0444], [-0.4514, -1.1379, -0.0030], [-1.9248, -0.7718, -0.0011], [-2.9078, -1.4723, 0.0008], [-2.0390, 0.5633, 0.0649], [-0.7731, 1.1880, 0.0416], [1.9754, 1.4261, -0.3572], [-0.2048, -2.2003, 0.0231], [-0.8537, 1.9026, 0.9557], [-0.7996, 1.7561, -0.8085]], "forces_ev_per_a": [[0.82, -0.46, 0.15], [0.87, -1.60, -0.07], [-2.39, 3.89, -1.02], [1.60, -1.61, -0.04], [-1.18, 1.77, 0.29], [-0.17, -1.23, 0.42], [0.88, 0.13, -0.16], [-0.64, 0.08, -0.20], [-1.40, -0.15, 3.50], [-0.58, -1.89, 0.92], [0.47, 0.64, -0.14], [1.07, -1.21, -1.35], [0.67, 1.65, -2.30]]}